Record 1
A molecular structure, C29H41F5P2Pd at a distorted geometry, computed with ωB97M-V/def2-TZVPD.

Each line ends with the Löwdin spin population.
Cartesian coordinates (Å):
H (4.58945, 0.18352, 0.41517)  0.00
C (-0.77562, 2.56381, 2.09982)  0.18
H (1.76552, -1.90300, -1.72589)  0.03
H (1.43782, 2.42743, -4.02077)  0.00
C (-1.04657, -0.48002, 4.28887)  0.48
F (-2.03329, -2.41217, 1.32059)  0.00
C (2.90819, -0.47799, -4.77805)  0.02
H (1.70892, 3.20260, 0.74772)  0.01
H (1.63204, -2.73740, 1.11198)  0.00
C (3.07402, -1.22576, 0.74158)  0.01
F (-6.15011, -4.48589, 2.52805)  0.00
H (2.70076, 1.43453, -2.83554)  0.00
P (1.57121, -1.17052, -3.71625)  0.31
C (-1.59627, 1.54396, 2.78222)  0.21
H (3.87227, -0.73384, -4.31594)  0.00
H (-0.75003, -1.22720, -4.46487)  0.00
H (-0.47601, 4.56025, 1.47019)  0.00
H (-1.73556, 1.01503, -5.55929)  0.00
C (-2.05663, 1.25175, -4.53723)  0.03
C (-5.08990, -3.71072, 2.85028)  -0.01
H (2.84966, 0.61307, -4.86813)  0.00
H (0.24282, -0.14419, -5.46588)  0.01
H (-2.39195, 2.29286, -4.47208)  0.00
H (-0.12002, 3.13213, -4.53184)  0.00
H (-2.85164, 0.56679, -4.22222)  0.00
H (-1.95584, -1.33091, 3.78647)  0.09
H (2.04660, -2.92186, -5.35654)  0.01
P (-0.58899, 1.04021, -3.45706)  0.08
C (-3.90818, -2.26724, 4.39982)  0.02
C (1.16419, 0.76822, -1.53281)  0.20
Pd (-1.67830, 1.44243, 0.71751)  0.55
F (-4.11293, -4.07072, 0.71786)  0.01
H (-0.09698, -0.10248, -0.03166)  0.01
C (-2.86263, -2.06837, 3.51969)  0.25
H (1.72252, -0.64947, 3.84871)  0.00
C (1.15446, -1.75456, -0.79768)  0.05
F (-6.03182, -3.21967, 4.96731)  0.01
H (-2.13277, 3.92644, 1.21314)  0.02
H (-1.59803, 4.39468, 2.86261)  0.01
H (0.63594, -3.37018, -4.33593)  0.00
C (-2.89934, 1.83505, 3.44399)  0.04
C (-2.96515, -2.67205, 2.28098)  0.03
C (0.40758, -0.40416, -0.97602)  0.03
C (1.63011, -2.90465, -4.33935)  0.07
C (3.54465, 0.01855, 0.07438)  0.00
C (1.75042, 3.00580, 1.83395)  0.05
H (-3.45817, 0.90195, 3.56608)  0.00
C (-1.27484, 3.95606, 1.90594)  0.05
H (0.71755, 1.75134, -1.26996)  0.00
C (0.61777, 2.16172, 2.28237)  0.32
C (0.45734, 2.20624, -4.44762)  0.00
H (2.28787, -3.49443, -3.68191)  0.00
C (0.03110, -0.45152, -4.42537)  0.04
C (1.86197, 0.41766, 3.68449)  0.02
H (-0.21915, -1.12498, 4.59370)  0.01
H (2.84822, -0.93826, -5.77330)  0.00
H (2.06977, 0.88016, 4.65905)  0.01
C (3.52490, -0.05685, -1.47442)  0.01
H (2.71094, 2.51919, 2.03792)  0.00
H (1.75798, 3.99017, 2.33400)  0.02
H (3.55790, -1.11970, -1.77973)  0.00
H (3.72370, -1.57646, 1.53814)  0.00
C (0.64778, 0.98677, 3.04845)  0.21
H (4.47736, 0.37836, -1.81170)  0.00
C (-4.04848, -3.50382, 1.94068)  0.01
C (2.39828, 0.69121, -2.09226)  0.08
H (-1.57295, -0.12331, 5.18646)  0.02
H (2.96986, 0.89056, 0.43103)  0.00
C (-5.01848, -3.07690, 4.09493)  0.01
H (-0.43729, -0.63399, -1.66603)  0.01
H (0.37450, -2.54438, -0.78920)  0.00
H (0.59068, 1.79165, -5.45342)  0.00
H (2.75171, 0.55836, 3.06984)  0.00
C (1.99270, -1.94942, 0.42565)  0.00
C (-0.67075, 0.56520, 3.35587)  0.31
H (-2.75456, 2.30116, 4.42623)  0.01
H (-3.48105, 2.49333, 2.80729)  0.00
F (-3.93873, -1.62119, 5.59500)  0.00

Forces on the atoms, in the same order (eV/Å):
-0.592 0.042 -0.348
0.139 -0.331 1.850
-0.441 -0.211 0.930
-0.207 0.077 -0.038
1.455 0.590 1.606
-0.218 -0.156 0.380
0.098 0.050 0.180
-0.069 -0.003 0.359
0.653 0.214 -0.556
-0.551 -0.726 0.383
1.242 0.891 0.335
-0.109 0.233 0.684
0.237 0.549 -2.756
1.247 0.602 1.348
-0.164 0.039 -0.248
0.262 0.157 0.188
-0.304 0.179 0.012
-0.378 0.212 0.135
-0.224 -0.025 0.111
-0.243 -0.212 0.020
-0.028 -0.293 0.004
-0.082 -0.128 0.498
-0.131 -0.277 -0.083
0.328 0.061 -0.017
0.031 0.232 -0.177
-0.516 -0.490 -0.235
-0.195 0.087 0.324
0.095 0.207 -2.488
-0.833 0.023 0.729
-1.054 0.541 1.237
-0.365 -1.242 -1.706
0.122 0.393 0.752
0.249 -0.209 -0.040
-1.233 -0.774 -0.654
0.199 -0.027 0.038
-0.827 -0.024 0.144
0.868 0.148 -0.582
0.083 0.407 0.241
0.017 -0.059 -0.320
0.251 0.160 0.082
-0.290 -0.534 -0.563
-0.441 -0.343 -0.442
-0.122 -0.825 0.656
0.019 -0.425 0.616
0.815 0.060 -0.063
0.582 -0.094 -0.244
-0.063 0.183 0.179
0.338 0.021 -0.338
0.234 -0.617 -0.952
-0.933 0.994 -0.556
-0.170 0.438 0.204
-0.182 0.071 -0.279
-0.002 -0.599 0.822
0.280 -0.320 -0.142
-0.336 -0.165 -0.205
0.074 0.210 0.254
-0.177 -0.006 -0.168
1.159 -0.898 0.087
-0.182 0.210 0.009
-0.090 -0.347 -0.103
0.195 0.464 0.241
-0.381 0.087 0.309
-0.304 -0.464 0.863
-0.451 -0.067 -0.236
0.219 0.075 -0.369
0.111 0.142 -0.693
-0.039 -0.071 -0.344
0.167 -0.278 -0.182
-0.192 0.035 0.147
0.629 0.285 0.460
0.462 0.410 -0.237
-0.026 0.309 0.192
-0.045 -0.047 0.021
0.225 0.184 0.676
0.116 1.217 -1.252
0.013 -0.036 -0.136
-0.280 0.228 0.170
0.254 -0.396 -0.726

Computed properties:
Net charge ... +2
2S+1 ... 5
HOMO level (alpha / beta) ... -12.8 / -13.8 eV
Molecular weight ... 653.0 Da
Total energy ... -66358.0896 eV

***

Record 2
A molecular structure, C29H41IrN5OS3, computed with ωB97M-V/def2-TZVPD.

Each line ends with the Löwdin charge.
Cartesian coordinates (Å):
H (-0.35135, -2.35298, -1.25549)  0.15
H (3.80305, 4.98211, 1.04041)  0.08
H (-3.56526, -2.51467, 7.15077)  0.12
C (-3.37137, -1.63022, 3.40337)  -0.25
C (-3.38802, -1.12193, -2.65108)  -0.19
H (2.85142, 6.25936, -4.00696)  0.09
C (-2.74327, -0.01343, -3.48268)  -0.13
C (2.42963, -3.68024, -1.31462)  -0.05
C (-3.31414, -1.26511, 1.94889)  -0.08
C (2.37403, 6.53970, 0.53316)  -0.18
C (3.68662, -5.48257, -0.34290)  -0.04
H (-2.65390, -0.33097, 6.44855)  0.12
N (-0.74105, -1.91863, -2.09436)  0.17
S (-2.24765, 1.27625, 0.65537)  0.72
H (2.83773, 6.89039, -0.38465)  0.10
H (-3.36523, -3.24494, -2.28951)  0.12
C (2.94236, -4.96518, -1.39750)  -0.05
H (-1.46982, -3.24729, 0.96936)  0.15
H (-3.18861, -0.93821, -1.58703)  0.09
C (-3.50406, -2.26977, 6.09946)  -0.04
C (-3.95302, -3.17847, 5.15062)  -0.04
H (1.90639, 7.40798, 0.99661)  0.14
C (-2.98911, -1.04040, 5.70461)  -0.05
H (2.89308, 7.27986, -2.56705)  0.08
H (-4.47023, -1.04702, -2.75606)  0.13
H (-2.54892, 0.25227, 4.05280)  0.11
H (3.68647, 4.30610, -2.66362)  0.13
C (0.35408, -2.20237, 1.56141)  -0.10
H (2.78281, -5.55774, -2.28786)  0.12
H (-0.69947, -0.30038, -4.22723)  0.14
Ir (-0.58152, 2.77313, 0.66654)  0.44
C (-2.95764, -2.54222, -3.01751)  -0.14
C (-0.01305, -0.30980, 0.17503)  -0.72
C (3.22415, 5.16506, -2.17695)  -0.19
C (3.92361, -4.71071, 0.78514)  -0.04
H (1.37436, 4.31726, -2.73743)  0.14
H (3.70924, 5.27714, -1.21114)  0.10
C (-3.88581, -2.86068, 3.80084)  -0.04
H (-1.38109, -2.80650, 2.67776)  0.14
S (0.84747, 1.15337, 1.00912)  0.68
H (-3.18692, 0.93936, -3.19782)  0.12
H (-4.24963, -3.56486, 3.06231)  0.12
C (3.36455, 5.88042, 1.47599)  -0.05
C (-1.12561, -2.48149, 1.66949)  -0.05
H (2.13400, -1.03051, -1.06895)  0.13
C (3.40765, -3.42546, 0.86822)  -0.04
S (-0.58525, 4.16279, -1.07532)  0.66
H (2.89175, 5.61255, 2.42025)  0.09
H (0.69453, -1.59625, 2.41081)  0.15
H (4.38894, 6.61856, -3.23105)  0.10
C (-1.40536, -0.25912, 0.79137)  -0.55
H (-2.97264, -0.16189, -4.53740)  0.13
H (-1.06440, -2.39815, -4.09131)  0.13
H (3.61096, -2.82120, 1.74510)  0.12
N (1.25447, 5.64040, 0.17842)  0.05
C (-0.68173, -0.62885, -2.16140)  -0.27
H (4.52037, -5.10511, 1.59581)  0.12
C (2.07470, -1.51878, -0.09379)  -0.11
C (1.03368, 4.92978, -0.91061)  -0.66
H (4.17025, 6.57874, 1.69645)  0.10
H (-4.36253, -4.12939, 5.46060)  0.12
H (4.09356, -6.48220, -0.40882)  0.12
H (2.63042, -0.90645, 0.62580)  0.12
H (-3.84613, -1.98605, 1.32388)  0.15
C (2.64798, -2.90572, -0.17670)  -0.24
O (-0.15567, 0.12546, -1.20392)  -0.02
H (-3.73012, -0.27544, 1.76726)  0.08
H (0.89939, -3.14443, 1.58561)  0.14
H (0.50255, 5.62662, 0.85270)  0.12
C (3.33775, 6.40631, -3.04315)  -0.05
C (-1.43901, -2.71486, -3.11841)  -0.10
H (-3.37701, -2.82255, -3.98475)  0.13
N (1.81814, 4.76932, -1.94967)  0.05
H (-1.13110, -3.74829, -2.97624)  0.14
C (-2.92687, -0.71759, 4.35862)  -0.03
C (-1.19467, 0.11050, -3.34474)  -0.04
N (-1.91294, -1.25610, 1.43037)  -0.02
H (-0.88903, 1.14957, -3.25059)  0.13
H (1.88416, -3.26601, -2.15671)  0.10
N (0.63388, -1.55118, 0.28411)  -0.12

Forces on the atoms, in the same order (eV/Å):
0.102 -0.017 -0.053
0.019 -0.013 -0.020
0.003 -0.005 0.009
-0.073 0.011 0.036
-0.021 -0.014 -0.008
-0.005 -0.004 -0.010
-0.002 -0.001 -0.024
-0.025 -0.008 0.075
-0.053 0.020 0.096
0.063 0.104 -0.020
-0.040 0.029 -0.038
0.001 0.007 0.003
-0.115 0.204 0.205
-0.102 0.078 -0.127
-0.029 0.005 0.049
-0.001 0.002 0.006
0.026 -0.027 0.056
0.055 0.012 -0.018
-0.021 0.013 0.017
-0.005 -0.021 -0.049
0.028 0.052 0.005
0.030 -0.016 0.023
-0.002 -0.012 -0.017
-0.014 0.013 0.008
0.006 -0.007 -0.001
-0.002 0.032 -0.007
0.007 0.037 -0.013
-0.153 -0.086 0.121
-0.002 -0.007 -0.009
0.002 0.011 0.009
0.503 0.172 0.223
0.004 -0.015 -0.032
-0.200 0.186 0.095
0.121 0.020 0.000
0.004 -0.035 -0.016
0.020 -0.078 0.037
0.013 -0.022 -0.055
0.042 0.064 0.020
-0.002 -0.036 -0.027
-0.113 -0.223 -0.211
-0.001 0.000 0.008
-0.020 -0.018 -0.022
0.014 0.030 -0.023
0.076 -0.101 0.066
0.029 0.041 0.038
-0.069 0.060 -0.069
-0.338 -0.433 -0.101
-0.016 -0.006 0.015
0.000 0.011 0.012
0.012 0.004 0.001
0.002 0.030 0.125
-0.020 0.011 -0.008
-0.014 -0.017 0.006
0.006 0.018 0.010
0.016 -0.214 0.122
0.053 -0.142 -0.059
0.003 -0.006 0.011
0.068 -0.055 -0.086
-0.127 0.252 0.023
0.006 0.006 0.013
-0.012 -0.015 0.006
0.008 0.000 -0.007
0.013 -0.060 0.017
-0.026 -0.002 0.054
0.095 -0.001 -0.017
0.080 -0.025 -0.016
-0.057 -0.046 0.006
-0.015 0.013 0.002
-0.064 0.116 -0.087
0.025 0.006 0.011
0.024 -0.076 -0.110
-0.012 -0.010 0.006
-0.066 -0.064 0.078
-0.034 0.006 -0.014
0.008 -0.059 -0.006
0.050 -0.018 0.002
0.202 0.202 -0.345
-0.005 0.002 -0.002
0.001 0.021 -0.037
0.040 0.117 0.040

Computed properties:
Net charge ... +3
HOMO level (alpha / beta) ... -16.0 / -16.0 eV
Molecular weight ... 764.1 Da
Total energy ... -75556.4055 eV

***

Record 3
A molecular structure, C29H42Cl2MnN4O2PS, computed with ωB97M-V/def2-TZVPD.

Each line ends with the Löwdin spin population.
Cartesian coordinates (Å):
C (-1.93043, 4.92692, -0.27869)  0.00
H (4.14914, -1.98723, 1.68055)  0.00
H (4.60429, 0.88700, -0.97266)  0.00
H (-2.64706, -0.35304, -2.92585)  0.00
H (0.11293, -0.96731, 3.88798)  0.00
H (3.29694, -4.94728, 1.68923)  0.00
C (-1.77371, -0.10216, -0.35247)  0.01
O (2.93921, -0.29222, -0.60652)  0.01
H (3.64652, -2.85642, 0.24257)  0.00
H (-0.27908, -1.31153, -3.53993)  0.00
C (3.50484, -0.78713, -2.92961)  0.00
C (-0.60564, -3.49412, 0.56720)  0.00
H (4.96291, -4.38642, 1.65465)  0.00
H (-4.70658, 0.70903, 2.09101)  0.00
C (-4.71417, 0.09855, -2.69051)  0.00
C (1.69017, -1.35508, -4.41318)  0.00
C (-1.28250, 3.58950, 1.65215)  0.00
C (-3.43254, -0.08739, -2.23317)  0.00
C (1.22625, -0.78157, -2.12947)  0.00
H (0.34101, -2.21549, 5.12740)  0.00
C (-4.17226, 0.37886, 0.01730)  0.00
H (1.32719, 1.17720, 4.42823)  0.00
C (1.63500, -2.45457, 3.42320)  0.00
C (-2.11584, 2.90599, -2.35363)  0.00
C (0.78066, -1.16520, -3.38487)  0.00
H (3.75519, -1.29790, -4.98866)  0.00
H (-0.65701, -2.77640, -0.24809)  0.00
H (0.03306, 3.00823, -3.77331)  0.00
H (-2.42797, 0.36538, 2.96039)  0.00
C (1.46710, 1.75318, 3.52154)  0.00
H (-2.26526, 3.86234, 2.03698)  0.00
C (0.31473, -2.02352, 4.05474)  0.00
P (1.77674, -2.30372, 1.59794)  -0.01
C (2.59029, -0.61489, -1.90619)  0.00
H (1.34245, -1.65745, -5.39117)  0.00
H (-2.25549, 2.06271, -3.02929)  0.00
H (2.47006, -1.89074, 3.85041)  0.00
C (3.95379, -4.12399, 1.97160)  0.00
C (0.83691, -3.76556, 0.98648)  0.00
H (-4.92672, -0.02609, -3.74464)  0.00
C (4.31530, 0.02688, -0.36964)  0.00
H (4.56307, -0.64316, -2.77081)  0.00
H (-2.32290, 3.82721, -2.90073)  0.00
C (-1.52946, 0.01737, 1.03966)  -0.01
C (-5.47800, 0.57145, -0.47331)  0.00
N (0.37514, -0.50980, -1.01935)  0.00
H (4.94543, -0.83207, -0.59743)  0.00
H (0.58461, 1.78551, 2.89416)  0.00
C (0.23400, 2.45482, -2.85536)  0.00
C (-2.64411, 0.29629, 1.90133)  0.00
N (-1.32863, 3.68265, 0.20090)  0.00
H (0.85215, -4.51632, 1.78049)  0.00
Cl (2.70217, 0.87385, 2.54409)  0.00
O (-0.37494, -0.09861, 1.61020)  0.02
C (3.04328, -1.15681, -4.18701)  0.00
C (-3.12510, 0.06075, -0.86635)  0.00
H (-6.75571, 0.58462, -2.18209)  0.00
Mn (1.26031, -0.19222, 0.65208)  1.01
H (-0.53020, 4.26138, 2.07607)  0.00
C (-0.44506, 2.99796, -0.55906)  0.00
N (-0.84347, -0.37331, -1.30809)  -0.02
C (3.51950, -2.80870, 1.32790)  0.00
C (-3.88888, 0.48217, 1.41652)  -0.01
H (-1.07685, -4.41687, 0.22870)  0.00
H (-1.61467, 5.14318, -1.29370)  0.00
Cl (1.99772, 3.36932, 3.91658)  0.00
S (0.99862, 2.39252, 0.13244)  0.00
H (-2.81860, 2.80105, -1.53001)  0.00
H (1.40611, -4.18744, 0.15362)  0.00
H (1.82585, -3.50509, 3.65492)  0.00
H (-6.26678, 0.81806, 0.22734)  0.00
H (-1.19853, -3.10243, 1.39531)  0.00
N (-0.74323, 2.86220, -1.85622)  0.00
H (-3.01948, 4.88391, -0.24028)  0.00
H (-1.06798, 2.56649, 1.94966)  0.00
H (-0.52749, -2.58058, 3.64055)  0.00
H (1.23884, 2.67475, -2.50997)  0.00
H (0.14778, 1.38802, -3.06404)  0.00
C (-5.75087, 0.43979, -1.80946)  0.00
H (4.40557, 0.27243, 0.68113)  0.00
H (3.96063, -4.05538, 3.05857)  0.00
H (-1.59028, 5.74371, 0.36104)  0.00

Forces on the atoms, in the same order (eV/Å):
-0.055 -0.026 0.000
0.003 0.003 0.009
0.001 0.005 -0.001
0.008 -0.012 0.012
-0.010 0.012 -0.017
0.010 0.001 -0.007
-0.047 0.046 0.057
0.063 0.043 -0.085
0.016 0.010 -0.019
0.003 0.004 0.008
0.026 -0.015 -0.012
0.002 0.028 0.052
0.001 0.005 0.001
0.002 0.001 0.003
0.030 -0.023 0.002
-0.002 0.005 0.001
-0.013 -0.005 0.040
-0.081 -0.083 0.004
-0.049 -0.014 0.061
-0.015 0.019 0.003
0.014 -0.012 0.027
-0.003 0.007 0.002
0.090 0.000 0.029
-0.001 0.039 -0.026
-0.023 -0.042 -0.025
-0.001 0.002 0.000
0.001 0.033 -0.037
0.017 0.011 0.005
-0.020 -0.003 0.000
0.018 -0.020 -0.048
-0.003 0.014 -0.006
-0.017 -0.020 -0.077
-0.121 -0.126 -0.107
0.017 -0.032 0.077
-0.006 -0.003 0.003
0.028 0.065 0.023
-0.042 0.036 -0.009
0.001 0.001 -0.003
-0.002 -0.020 0.089
-0.004 0.004 -0.001
-0.019 0.023 -0.011
-0.013 0.001 0.003
0.001 0.012 -0.005
-0.010 0.005 -0.020
-0.013 0.007 0.002
0.124 -0.315 0.100
0.006 0.000 -0.006
0.021 -0.012 0.032
0.004 0.022 0.027
0.084 -0.050 0.020
0.068 0.133 0.132
0.050 -0.031 -0.021
-0.224 -0.164 0.026
0.034 0.062 0.010
-0.010 -0.007 -0.010
-0.010 -0.056 0.038
0.000 -0.001 0.002
0.046 0.590 0.007
-0.004 -0.040 -0.011
-0.079 -0.230 -0.048
-0.064 -0.009 -0.079
-0.013 -0.062 -0.038
-0.053 0.019 -0.068
-0.007 0.000 0.013
0.015 -0.008 0.007
0.006 0.019 0.004
0.255 -0.072 0.070
0.024 0.006 -0.033
-0.026 0.062 -0.051
0.014 0.008 0.014
0.002 -0.001 0.002
0.005 0.020 -0.021
-0.003 -0.005 -0.104
-0.010 -0.002 -0.017
-0.037 0.071 -0.027
0.009 0.009 0.007
0.009 -0.002 0.019
-0.006 0.029 -0.025
-0.006 0.011 0.004
0.001 0.027 0.019
0.004 -0.004 -0.001
-0.012 -0.005 0.011

Computed properties:
Net charge ... +1
2S+1 ... 2
HOMO level (alpha / beta) ... -10.0 / -10.0 eV
Molecular weight ... 667.6 Da
Total energy ... -117294.5371 eV

***

What did we get for relative energy (zero: lowest compared OMol25 entry of this formula, charge and spin)? Answer: 201.2, 9.9, 3.5 kJ/mol, in the order shown.